Entry 1:
C32H31Br3F2IN7O2Ru as an isolated structure at a distorted geometry. Source: the Open Molecules 2025 dataset; level of theory: ωB97M-V/def2-TZVPD.

Geometry as XYZ:
```
79
Properties=species:S:1:pos:R:3
Ru -0.423 0.492 -0.361
Br 0.728 5.296 -2.033
C -0.225 4.943 -0.444
C -0.547 5.973 0.436
C -1.234 5.709 1.593
Br -1.618 7.137 2.776
C -1.628 4.391 1.913
C -2.335 4.023 3.074
C -2.633 2.704 3.295
C -2.235 1.745 2.357
N -1.577 2.053 1.258
C -1.273 3.349 1.019
C -0.556 3.602 -0.199
O -0.245 2.648 -0.999
H -0.243 6.985 0.206
H -2.636 4.782 3.782
H -3.167 2.394 4.182
H -2.467 0.699 2.517
F -1.646 -1.853 -1.871
C -0.446 -1.530 -1.346
F -0.232 -2.410 -0.308
H 0.321 -1.739 -2.094
N -2.506 -4.308 1.492
C -3.704 -3.673 1.479
O -4.710 -4.105 1.997
C -3.703 -2.354 0.752
C -4.816 -1.982 0.009
C -4.807 -0.764 -0.650
C -3.681 0.033 -0.549
N -2.608 -0.325 0.155
C -2.627 -1.485 0.812
H -2.450 -5.219 1.916
H -1.725 -3.983 0.948
H -5.668 -2.648 -0.031
H -5.655 -0.436 -1.233
H -3.645 1.007 -1.019
H -1.759 -1.719 1.418
Br -0.327 -2.892 3.806
C 1.512 -2.449 3.864
C 2.384 -3.315 4.506
C 3.734 -3.012 4.576
C 4.218 -1.848 3.999
C 3.352 -0.979 3.355
C 2.000 -1.278 3.291
I 0.670 0.157 2.441
H 1.998 -4.213 4.968
H 4.406 -3.684 5.092
H 5.268 -1.600 4.072
H 3.725 -0.055 2.935
C 3.676 -2.412 -0.805
C 3.582 -0.931 -1.165
C 4.707 -0.144 -0.485
C 3.674 -0.764 -2.680
N 2.244 -0.495 -0.697
N 2.009 0.908 -0.574
H 4.542 -2.861 -1.287
H 2.783 -2.940 -1.143
H 3.774 -2.553 0.275
H 5.671 -0.589 -0.731
H 4.596 -0.162 0.602
H 4.729 0.892 -0.828
H 4.640 -1.127 -3.030
H 3.591 0.284 -2.976
H 2.895 -1.347 -3.174
H 2.082 -0.914 0.211
H 2.108 1.349 -1.482
H 2.654 1.356 0.075
N -4.663 1.466 -5.373
C -3.589 1.218 -5.051
C -2.262 0.908 -4.618
C -1.296 0.425 -5.497
C -0.030 0.170 -4.998
C 0.212 0.372 -3.650
N -0.725 0.795 -2.803
C -1.928 1.078 -3.276
H -1.533 0.274 -6.540
H 0.761 -0.184 -5.643
H 1.193 0.194 -3.228
H -2.654 1.469 -2.579
```

The LUMO energy (alpha / beta) is -4.5 / -3.9 eV. The charge is +1. The value obtained for the HOMO-LUMO gap (alpha / beta) is 5.16 / 5.70 eV. The spin multiplicity is 2.

***

Entry 2:
A 2-piece molecular cluster, C6H12O overall. Source: the Open Molecules 2025 dataset; level of theory: ωB97M-V/def2-TZVPD.

Geometry as XYZ:
```
19
Properties=species:S:1:pos:R:3
C -0.754 -1.353 -0.929
C -0.312 -0.392 -0.124
C -1.097 0.355 0.921
C -0.446 1.731 0.809
O 0.932 1.462 0.598
C 1.068 0.243 -0.138
C 1.622 0.515 -1.528
H -0.118 -1.804 -1.688
H -1.773 -1.725 -0.860
H -2.176 0.345 0.745
H -0.901 -0.068 1.916
H -0.869 2.287 -0.042
H -0.533 2.348 1.708
H 1.777 -0.385 0.420
H 2.587 1.025 -1.452
H 1.768 -0.422 -2.075
H 0.937 1.150 -2.098
H -0.930 -2.737 2.264
H -0.780 -2.575 1.553
```

The LUMO energy is 1.1 eV. The charge is 0. The value obtained for the HOMO-LUMO gap is 10.57 eV. Its structure (SMILES) is C=C1CCO[C@@H]1C.[H][H].

***

Entry 3:
C11H14NPtS2Se2 as an isolated structure at a distorted geometry. Source: the Open Molecules 2025 dataset; level of theory: ωB97M-V/def2-TZVPD.

Geometry as XYZ:
```
31
Properties=species:S:1:pos:R:3
Pt -0.071 0.406 -0.162
S -0.758 -0.982 -1.917
C 0.964 -1.104 -2.021
N 1.583 -0.324 -1.154
C 2.961 -0.460 -1.191
C 3.897 0.228 -0.425
C 5.235 -0.039 -0.633
C 5.646 -0.967 -1.593
C 4.724 -1.646 -2.367
C 3.377 -1.387 -2.156
S 1.999 -2.071 -2.991
H 3.575 0.949 0.314
H 5.980 0.481 -0.046
H 6.701 -1.155 -1.736
H 5.044 -2.359 -3.115
C 0.245 0.652 3.251
Se 1.015 1.544 1.703
C -0.069 3.183 1.735
C -1.550 2.900 1.652
Se -1.966 1.853 0.042
C -3.539 0.933 0.726
H 0.646 1.110 4.151
H 0.554 -0.389 3.196
H -0.838 0.709 3.230
H 0.289 3.760 0.883
H 0.173 3.730 2.646
H -2.119 3.826 1.593
H -1.908 2.333 2.509
H -4.295 1.672 0.977
H -3.265 0.334 1.589
H -3.900 0.295 -0.076
```

The LUMO energy is -3.6 eV. The charge is +1. The value obtained for the HOMO-LUMO gap is 7.61 eV.

***

Entry 4:
C5H9NO2 in the gas phase at a distorted geometry. Source: the Open Molecules 2025 dataset; level of theory: ωB97M-V/def2-TZVPD.

Geometry as XYZ:
```
17
Properties=species:S:1:pos:R:3
H -0.701 1.493 -2.404
N -0.345 1.966 -1.561
C -0.440 1.157 -0.577
C -0.734 -0.339 -0.671
C -0.745 -0.990 -1.877
C 0.309 1.348 0.714
O -0.473 1.354 1.834
O 1.051 -0.218 0.464
C 0.981 -1.398 1.243
H -1.487 -0.638 0.060
H -0.006 -0.769 -2.639
H -1.505 -1.731 -2.091
H 1.127 2.064 0.694
H -0.017 1.856 2.526
H 1.948 -1.555 1.726
H 0.846 -2.237 0.555
H 0.191 -1.363 2.003
```

The LUMO energy is 0.4 eV. The charge is 0. The value obtained for the HOMO-LUMO gap is 8.74 eV. Its structure (SMILES) is [H]/N=C(\C=C)[C@@H](O)OC.

***

Entry 5:
A 2-piece molecular cluster, C4H13NPS overall at a distorted geometry. Source: the Open Molecules 2025 dataset; level of theory: ωB97M-V/def2-TZVPD.

Geometry as XYZ:
```
20
Properties=species:S:1:pos:R:3
C 0.439 1.686 -1.301
C -2.712 0.575 1.266
C 3.611 -0.288 -0.165
C -1.242 -3.014 0.593
N -0.688 1.362 -0.436
P -0.872 0.517 0.952
S -1.679 -1.623 -0.101
H 0.518 2.760 -1.558
H 1.416 1.332 -0.921
H 0.324 1.213 -2.350
H -3.214 0.172 0.368
H -3.139 1.634 1.518
H -2.864 0.021 2.099
H 3.327 -0.093 -1.258
H 2.990 0.509 0.298
H 4.630 -0.236 0.115
H 3.157 -1.250 0.021
H -1.854 -3.841 0.349
H -0.672 -3.109 1.488
H -1.473 1.672 -0.977
```

The LUMO energy is -5.4 eV. The charge is +1. The value obtained for the HOMO-LUMO gap is 8.31 eV.

***

Entry 6:
A 2-piece molecular cluster, C3H11N2 overall at a distorted geometry. Source: the Open Molecules 2025 dataset; level of theory: ωB97M-V/def2-TZVPD.

Geometry as XYZ:
```
16
Properties=species:S:1:pos:R:3
C -0.714 1.346 0.309
C 2.018 0.160 -0.399
C -0.543 -0.125 -0.095
N -1.093 -0.556 -1.282
N -0.460 -1.133 1.046
H 0.055 1.835 -0.225
H -1.749 1.686 -0.089
H -0.714 1.483 1.492
H 2.026 -0.861 -0.330
H 2.014 0.582 0.554
H 2.486 0.772 -1.182
H -0.796 -1.453 -1.594
H -1.164 0.166 -1.986
H -1.255 -1.714 0.961
H -0.446 -0.539 1.958
H 0.334 -1.647 0.862
```

The LUMO energy (alpha / beta) is -3.8 / -3.7 eV. The charge is +1. The value obtained for the HOMO-LUMO gap (alpha / beta) is 8.71 / 8.08 eV.

***

Entry 7:
C4H8O2 in the gas phase. Source: the Open Molecules 2025 dataset; level of theory: ωB97M-V/def2-TZVPD.

Geometry as XYZ:
```
14
Properties=species:S:1:pos:R:3
C -0.020 -0.874 -1.206
C 0.211 -0.701 0.286
O 1.446 -1.325 0.578
C 0.223 0.791 0.694
C -1.182 1.186 1.072
O -1.755 1.882 0.127
H 0.837 -0.470 -1.757
H -0.928 -0.352 -1.529
H -0.120 -1.933 -1.457
H 1.538 -1.356 1.538
H 0.855 0.899 1.583
H 0.672 1.396 -0.118
H -0.607 -1.191 0.838
H -1.171 2.049 -0.649
```

The LUMO energy is 0.8 eV. The charge is 0. The value obtained for the HOMO-LUMO gap is 9.55 eV.

***

Entry 8:
C20H24ClNO3 in the gas phase at a distorted geometry. Source: the Open Molecules 2025 dataset; level of theory: ωB97M-V/def2-TZVPD.

Geometry as XYZ:
```
49
Properties=species:S:1:pos:R:3
C 0.757 -3.776 2.473
C 1.462 -3.165 1.225
C 0.392 -2.804 0.247
C 0.940 -2.338 -1.138
C 1.749 -1.075 -1.102
C 1.418 0.237 -0.927
C 0.009 0.680 -0.785
C -0.718 0.884 -1.954
C -1.972 1.379 -1.491
C -3.045 1.757 -2.302
C -4.275 1.918 -1.681
C -4.438 1.779 -0.315
Cl -5.945 1.985 0.385
C -3.295 1.514 0.450
C -2.095 1.187 -0.088
N -0.776 1.005 0.332
C -0.256 1.047 1.641
O -1.017 1.266 2.469
C 1.045 0.420 2.041
C 2.237 1.431 2.099
C 3.555 0.663 1.790
C 2.322 2.131 3.447
C 3.412 3.209 3.443
O 4.349 3.208 4.187
O 3.153 4.311 2.684
H 1.193 -4.738 2.827
H -0.236 -3.984 2.324
H 0.608 -2.938 3.258
H 2.071 -2.207 1.568
H 2.126 -3.970 0.737
H -0.285 -3.633 0.181
H -0.337 -2.009 0.657
H 1.497 -3.060 -1.676
H -0.007 -2.114 -1.743
H 2.857 -1.338 -1.189
H 2.228 1.028 -0.987
H -0.360 1.110 -2.886
H -2.836 1.807 -3.360
H -5.128 2.115 -2.366
H -3.548 1.406 1.514
H 1.028 0.125 3.119
H 1.360 -0.423 1.418
H 2.134 2.294 1.367
H 4.059 0.319 2.758
H 3.339 -0.155 1.095
H 4.141 1.228 1.125
H 1.420 2.499 3.826
H 2.670 1.295 4.069
H 3.860 4.968 2.972
```

The LUMO energy is 0.5 eV. The charge is 0. The value obtained for the HOMO-LUMO gap is 8.51 eV. Its structure (SMILES) is CCCC/C=C\c1cc2ccc(Cl)cc2n1C(=O)C[C@H](C)CC(=O)O.

***

Entry 9:
A 10-piece molecular cluster, C19H61N17O10 overall at a distorted geometry. Source: the Open Molecules 2025 dataset; level of theory: ωB97M-V/def2-TZVPD.

Geometry as XYZ:
```
107
Properties=species:S:1:pos:R:3
C 12.234 17.075 1.111
O 11.985 15.662 1.119
C 12.527 14.844 0.096
C 14.055 14.465 0.192
C 14.637 14.277 1.684
N 14.811 15.493 -0.591
H 13.184 17.299 1.597
H 11.453 17.623 1.639
H 12.217 17.478 0.098
H 12.077 13.858 0.206
H 12.283 15.228 -0.894
H 14.329 13.512 -0.261
H 13.892 14.277 2.479
H 15.321 15.091 1.923
H 15.308 13.417 1.683
H 14.390 15.362 -1.500
H 14.389 16.365 -0.305
C 9.971 20.140 -4.911
O 9.766 19.850 -3.507
C 8.989 18.654 -3.421
C 8.855 17.921 -2.001
C 8.301 18.907 -0.927
N 10.134 17.551 -1.385
H 10.678 19.407 -5.301
H 10.254 21.166 -5.147
H 9.069 20.153 -5.522
H 7.999 19.052 -3.644
H 9.193 17.927 -4.208
H 8.377 16.949 -2.127
H 7.289 19.258 -1.130
H 8.942 19.788 -0.921
H 8.160 18.541 0.090
H 10.628 18.410 -1.190
H 10.026 17.119 -0.478
C 14.052 23.948 -9.794
O 13.818 23.362 -8.529
C 12.695 23.885 -7.861
C 11.501 22.846 -8.079
C 10.279 23.316 -7.178
N 11.954 21.459 -7.924
H 13.361 23.619 -10.570
H 14.991 23.583 -10.210
H 14.143 25.031 -9.713
H 12.915 23.980 -6.798
H 12.419 24.921 -8.055
H 11.087 22.966 -9.081
H 9.348 22.875 -7.536
H 10.096 24.376 -7.354
H 10.476 23.205 -6.112
H 12.171 21.373 -6.941
H 12.858 21.606 -8.350
N 14.501 17.403 -3.902
C 15.083 18.406 -4.400
N 14.121 18.979 -5.026
O 16.204 18.853 -4.182
H 13.717 17.041 -4.426
H 15.046 16.686 -3.445
H 14.472 19.755 -5.569
H 13.343 18.373 -5.243
N 14.784 22.298 -2.738
C 13.943 21.270 -2.300
N 12.932 20.995 -3.088
O 14.230 20.655 -1.296
H 14.767 22.584 -3.707
H 15.604 22.390 -2.156
H 12.910 21.459 -3.985
H 12.285 20.239 -2.917
N 5.141 17.778 -0.702
C 4.881 17.862 -2.042
N 5.059 16.657 -2.621
O 4.650 18.895 -2.588
H 4.961 18.628 -0.186
H 5.335 16.911 -0.222
H 5.233 15.848 -2.043
H 5.318 16.705 -3.596
N 11.023 15.324 -3.776
C 11.487 15.670 -4.913
N 10.809 14.897 -5.787
O 12.182 16.632 -5.250
H 10.497 14.473 -3.638
H 11.190 15.945 -2.997
H 11.045 15.042 -6.758
H 10.198 14.170 -5.442
N 6.450 21.981 -6.008
C 6.039 20.842 -5.555
N 5.899 20.921 -4.275
O 5.784 19.972 -6.338
H 6.440 22.754 -5.358
H 6.427 22.097 -7.011
H 5.569 20.069 -3.844
H 5.802 21.890 -4.006
N 6.180 14.060 1.153
C 6.895 14.224 0.059
N 7.996 13.452 0.038
O 6.653 14.932 -0.875
H 5.447 14.753 1.205
H 6.485 13.372 1.826
H 8.666 13.792 -0.637
H 8.147 12.737 0.735
N 8.479 23.394 -3.958
C 7.497 24.138 -3.770
N 7.776 25.424 -3.683
O 6.367 23.683 -3.710
H 8.316 22.412 -3.788
H 9.347 23.884 -3.797
H 6.998 25.979 -3.357
H 8.673 25.717 -4.043
```

The LUMO energy is -0.1 eV. The charge is 0. The value obtained for the HOMO-LUMO gap is 8.52 eV. Its structure (SMILES) is COC[C@H](C)N.COC[C@H](C)N.COC[C@H](C)N.NC(N)=O.NC(N)=O.NC(N)=O.NC(N)=O.NC(N)=O.NC(N)=O.NC(N)=O.

***

Entry 10:
An isolated ion of composition C12H13N2O and charge +1 at a distorted geometry. Source: the Open Molecules 2025 dataset; level of theory: ωB97M-V/def2-TZVPD.

Geometry as XYZ:
```
28
Properties=species:S:1:pos:R:3
C -2.533 2.293 0.070
C -1.929 -2.462 -0.405
C -3.071 1.015 0.070
C -2.794 -1.432 -0.161
C -1.252 2.485 -0.434
C -0.577 -2.305 -0.628
C -2.276 -0.141 -0.230
C -0.878 0.032 -0.413
C -0.441 1.373 -0.533
C 1.936 1.844 -0.739
C 2.216 1.668 0.656
C 2.107 -1.964 0.055
N 0.020 -1.073 -0.433
N 1.289 -0.845 -0.276
O 0.765 1.610 -1.208
H -3.137 3.049 0.460
H -2.241 -3.472 -0.189
H -4.172 1.002 0.343
H -3.745 -1.694 0.284
H -0.746 3.449 -0.420
H 0.101 -3.126 -0.986
H 2.762 1.991 -1.579
H 3.306 1.602 0.980
H 1.770 0.657 0.746
H 1.832 2.480 1.249
H 2.656 -2.120 -0.811
H 2.806 -1.625 0.856
H 1.445 -2.694 0.420
```

The LUMO energy (alpha / beta) is -4.8 / -4.8 eV. The charge is +1. The value obtained for the HOMO-LUMO gap (alpha / beta) is 6.01 / 6.01 eV.

***

Entry 11:
C13H16N3O5PdSSeSi as an isolated structure. Source: the Open Molecules 2025 dataset; level of theory: ωB97M-V/def2-TZVPD.

Geometry as XYZ:
```
41
Properties=species:S:1:pos:R:3
Pd 0.858 -0.053 0.809
O 4.165 0.646 5.598
C 2.998 0.355 6.003
O 2.640 0.201 7.186
C 1.947 0.200 4.935
C 0.640 -0.116 5.155
N -0.016 -0.175 3.966
N 0.831 0.095 2.933
C 2.059 0.329 3.498
C 3.101 0.601 2.596
O 4.349 0.836 3.022
O 2.888 0.611 1.324
H 4.330 0.785 4.038
H 0.148 -0.300 6.096
H -0.962 -0.433 3.763
O -0.981 -1.393 0.829
N -1.943 -0.987 0.038
C -2.755 -1.923 -0.498
C -3.831 -1.593 -1.278
C -4.063 -0.239 -1.539
C -3.214 0.703 -1.016
C -2.112 0.353 -0.207
S -1.043 1.480 0.484
H -2.463 -2.929 -0.239
H -4.448 -2.378 -1.689
H -4.894 0.065 -2.163
H -3.352 1.758 -1.207
C 0.253 1.897 -3.155
Si 0.601 0.048 -3.272
C -1.064 -0.769 -3.663
C 1.668 -0.176 -4.820
Se 1.638 -0.836 -1.532
H -0.105 2.261 -4.126
H 1.160 2.443 -2.888
H -0.499 2.124 -2.396
H -1.435 -0.487 -4.654
H -1.813 -0.477 -2.924
H -0.961 -1.855 -3.621
H 1.127 0.100 -5.731
H 1.993 -1.215 -4.910
H 2.563 0.444 -4.745
```

The LUMO energy (alpha / beta) is 4.4 / 4.4 eV. The charge is -2. The value obtained for the HOMO-LUMO gap (alpha / beta) is 3.33 / 6.42 eV. The spin multiplicity is 4.

***

Entry 12:
C16H21N3O9PPdS2 as an isolated structure. Source: the Open Molecules 2025 dataset; level of theory: ωB97M-V/def2-TZVPD.

Geometry as XYZ:
```
53
Properties=species:S:1:pos:R:3
Pd 0.574 0.335 -0.742
O -2.227 -2.505 0.782
S -1.836 -1.229 0.228
O -1.269 -0.290 1.187
O -0.941 -1.372 -0.949
C -3.361 -0.462 -0.332
C -4.520 -1.138 0.039
C -5.771 -0.582 -0.173
C -5.868 0.676 -0.744
C -4.720 1.345 -1.135
C -3.458 0.787 -0.957
S -2.117 1.709 -1.759
O -1.807 0.940 -2.942
O -2.671 3.031 -1.956
O -0.994 1.804 -0.785
H -4.416 -2.100 0.519
H -6.658 -1.128 0.123
H -6.836 1.139 -0.897
H -4.777 2.315 -1.607
C -0.417 1.038 3.640
P 1.134 0.236 3.194
C 2.277 0.696 4.531
C 0.902 -1.536 3.414
O 1.676 0.631 1.863
H -0.696 0.801 4.668
H -1.185 0.697 2.948
H -0.290 2.116 3.534
H 1.879 0.434 5.512
H 2.454 1.772 4.486
H 3.225 0.179 4.374
H 0.666 -1.775 4.453
H 1.823 -2.039 3.116
H 0.096 -1.868 2.763
O 2.548 1.599 -0.921
C 3.178 0.568 -0.630
C 4.667 0.481 -0.379
C 4.825 -0.955 0.116
C 3.415 -1.558 0.000
O 3.147 -2.699 0.311
N 2.556 -0.607 -0.477
H 4.956 1.241 0.345
H 5.201 0.683 -1.309
H 5.129 -1.012 1.161
H 5.522 -1.557 -0.465
N 0.168 -0.931 -3.469
C 0.040 -0.746 -4.791
C 0.758 0.383 -5.111
C 1.269 0.840 -3.885
N 0.912 0.024 -2.909
H -0.363 -1.528 -2.846
H -0.551 -1.413 -5.396
H 0.879 0.826 -6.084
H 1.872 1.703 -3.656
```

The LUMO energy (alpha / beta) is 2.8 / 2.4 eV. The charge is -1. The value obtained for the HOMO-LUMO gap (alpha / beta) is 8.54 / 8.82 eV. The spin multiplicity is 3.

***

Energy relative to the best compared isomer or geometry (same formula, charge and spin) for every record listed, in sequence, given in kJ/mol: 125.8; 187.5; 34.8; 460.6; 195.2; 463.6; 329.6; 283.6; 727.4; 550.9; 105.8; 2.2.